No. 1
10
Properties=species:S:1:pos:R:3:forces:R:3 method="wB97M-V/def2-TZVPD" homo_ev=-10.2 smiles="O=CCCCl" e_tot_ev=-17757.032
C -1.052677 -0.584583 -0.114376 1.1 1.2 -2.5
C 0.323983 0.048599 -0.717519 2.5 2.2 -0.2
C 1.202438 0.465650 0.635261 -2.7 5.6 3.4
H -0.499696 -1.533713 0.305533 -2.6 1.3 -0.3
H -1.896968 -0.569148 -1.033383 2.6 -1.0 2.7
H 0.981555 -0.751593 -1.317773 -1.7 1.5 1.4
H 0.322177 1.023634 -1.404096 -0.6 -2.2 1.6
H 1.081949 -0.518509 1.321940 1.3 2.5 -0.8
O 1.359297 1.826306 1.236202 -0.6 -9.7 -4.6
Cl -1.822058 0.593356 1.088211 0.7 -1.3 -0.7


No. 2
11
Properties=species:S:1:pos:R:3:forces:R:3 method="wB97M-V/def2-TZVPD" homo_ev="-5.6 / -9.5" multiplicity=3 e_tot_ev=-28591.458
C 1.490853 -0.451017 -1.716192 0.1 -2.3 -9.8
C 1.498856 -0.101696 -0.435246 0.0 2.9 9.7
C 0.646251 0.908668 0.376214 -1.2 -4.2 -2.2
O 1.471525 1.807911 0.881672 -0.1 4.3 2.6
S -0.744548 1.618787 -0.549514 -1.2 0.3 -0.7
Cl 2.759983 -0.617291 0.608710 0.1 -0.4 -0.6
H 2.318611 -0.998095 -2.217239 -0.7 0.5 0.7
H 0.848566 0.106691 -2.419601 0.4 -0.3 0.5
H 0.169413 0.197180 1.058987 -0.1 0.5 0.9
H 0.956335 2.494821 1.447391 1.2 -1.7 -1.3
H -1.783072 0.687656 -0.439889 1.3 0.6 0.3


No. 3
10
Properties=species:S:1:pos:R:3:forces:R:3 method="wB97M-V/def2-TZVPD" homo_ev=-8.8 smiles=S[C@H]1C[C@@H]1Cl e_tot_ev=-26548.366
C 0.532189 0.047053 0.512937 0.5 0.9 -2.3
C 0.027063 1.421569 0.082111 0.0 0.9 2.0
C -0.637294 0.251493 -0.501015 0.1 -1.3 2.9
H 2.630419 -1.061908 0.856436 0.2 -0.6 0.8
H 0.381686 -0.267642 1.537319 -0.4 0.0 -0.3
H -0.346581 1.983365 0.978413 -0.2 -0.4 -1.4
H 0.606608 2.010391 -0.628348 0.0 -0.1 0.3
H -0.500648 0.044903 -1.514193 0.5 -0.3 -1.3
S 2.181331 -0.365423 -0.148320 -0.7 0.5 -0.7
Cl -2.188502 -0.422531 0.034076 0.0 0.5 -0.1


No. 4
10
Properties=species:S:1:pos:R:3:forces:R:3 method="wB97M-V/def2-TZVPD" homo_ev=-8.3 e_tot_ev=-26548.393
C -1.326060 -1.383820 0.282761 -0.5 1.3 1.1
C -0.206842 1.221913 0.312687 0.4 0.5 -2.4
C 1.099663 0.977047 0.088073 -1.3 1.0 1.7
H -1.094656 -1.405940 1.386386 -0.3 -0.4 -1.4
H -0.665350 -1.854962 -0.371179 1.8 -0.7 -0.4
H -2.243871 -1.826027 -0.034098 -1.1 -0.5 0.7
H -0.546205 2.261608 0.227640 0.6 -0.1 0.8
H 1.795394 1.760026 0.297533 0.4 0.4 -0.1
S -1.587513 0.327806 -0.238939 -0.4 -0.5 0.5
Cl 1.809078 -0.533555 -0.104964 0.4 -1.0 -0.4


No. 5
13
Properties=species:S:1:pos:R:3:forces:R:3 method="wB97M-V/def2-TZVPD" homo_ev="-3.6 / -8.7" multiplicity=2 e_tot_ev=-10086.072
O -0.729363 -0.925608 0.848981 -0.3 0.2 0.2
C 0.576866 -0.904864 1.113143 1.4 0.5 1.1
C -1.013215 -0.862652 -0.555397 0.2 -0.5 -0.2
O 1.086429 -0.412456 2.118971 -1.2 -0.5 -0.7
O 0.562719 0.872290 -0.318671 0.6 0.4 -0.3
C -0.531028 0.492527 -1.075181 0.4 0.5 0.0
H -2.088795 -1.018950 -0.688446 0.3 -0.1 0.1
H -0.437000 -1.661614 -1.047986 -0.3 0.1 0.0
H -1.354012 1.228419 -1.030468 0.1 -0.1 0.1
H -0.247921 0.386057 -2.138843 -0.3 -0.1 0.1
H 1.213878 -1.550014 0.483769 -0.4 0.2 -0.3
Cs 0.846391 2.571698 2.743921 0.0 -0.4 -0.2
Li 2.115050 1.785167 -0.453792 -0.5 -0.3 0.0


No. 6
12
Properties=species:S:1:pos:R:3:forces:R:3 method="wB97M-V/def2-TZVPD" homo_ev="-12.6 / -12.6" multiplicity=2 total_charge=+1 e_tot_ev=-9870.212
H -3.349843 0.555051 -4.995142 0.1 0.2 0.2
O -2.970843 1.129332 -3.097073 0.3 0.0 0.1
C -3.285209 1.372070 -4.269273 0.0 0.1 -0.3
H -3.430142 2.429565 -4.502060 -0.2 -0.3 0.1
O -2.623558 -0.162165 -2.778317 -0.2 0.0 0.2
Cs -1.829965 -1.193105 1.017031 0.0 0.0 -0.1
O 0.784710 -1.690096 4.352415 2.5 0.8 1.2
C 1.968814 -1.876380 4.888002 -4.3 -3.2 -3.2
C 2.696703 -1.025388 5.614109 1.1 1.8 1.5
H 2.284188 -2.922331 4.689153 0.6 0.6 0.5
H 3.589831 -1.402483 6.105502 -0.1 0.3 -0.2
H 2.369653 -0.000036 5.779289 0.1 -0.2 0.0